1.
Molecular formula: CH23NO10
Method: DFT, wB97M-V/def2-TZVPD

Computed properties:
E_tot = -858.98575 Ha
Frontier orbital gap = 10.99 eV
Maximum force = 3.6 eV/Å
HOMO energy = -10.76 eV
Energy relative to the best compared isomer or geometry (same formula, charge and spin) = 20.5 kcal/mol
SMILES = C=N.O.O.O.O.O.O.O.O.O.O

Atoms and positions in Å:
C -1.0729 -1.4990 -2.1711
N -2.1808 -0.8731 -1.9830
H -0.7866 -2.3381 -1.5630
H -0.3586 -1.5753 -2.9966
H -2.6619 -0.2609 -2.6481
O 2.1459 -0.0766 -2.1978
H 1.3605 0.4331 -2.5270
H 2.7970 0.4703 -2.6758
O -0.5527 1.7295 2.4613
H -1.2480 1.5303 3.0943
H 0.0750 0.8826 2.3419
O 0.7947 -0.4658 2.2074
H 1.7962 -0.4361 2.3892
H 0.5007 -1.2288 1.5715
O -0.0022 -2.5162 0.8081
H 0.3106 -3.0335 1.6253
H -0.9753 -2.2678 0.8942
O -2.7821 -2.0493 1.1321
H -2.9776 -1.1481 1.5645
H -2.8572 -2.0838 0.1203
O 0.4608 3.3209 -0.2604
H 1.3642 3.1530 0.1971
H -0.1753 2.9926 0.4416
O 2.6369 -1.0197 0.6294
H 3.3540 -1.1884 0.0936
H 1.9626 -1.0691 -0.1064
O -0.0925 1.4940 -2.3928
H 0.2333 2.4103 -2.1265
H -0.5237 1.1276 -1.6385
O 2.7689 1.7814 0.8193
H 2.9555 0.9254 0.3422
H 2.1498 1.5072 1.5389
O -3.0902 0.3896 0.4787
H -2.4597 1.0405 0.8464
H -2.8695 -0.0589 -0.3103

2.
Molecular formula: C2H2NO2P
Method: DFT, wB97M-V/def2-TZVPD

Computed properties:
E_tot = -623.91764 Ha
Frontier orbital gap (alpha / beta) = 7.00 / 7.64 eV
Maximum force = 3.6 eV/Å
HOMO energy (alpha / beta) = -8.62 / -8.98 eV
Energy relative to the best compared isomer or geometry (same formula, charge and spin) = 56.8 kcal/mol

Atoms and positions in Å:
C 0.8404 -0.8643 -0.2465
C 2.0868 -0.2855 -0.1034
N -0.3554 -0.2604 -0.2826
O 3.2235 -0.1801 0.1046
O 1.1440 1.9614 -0.0206
P -0.2559 1.4054 -0.1335
H 0.8758 -1.9531 -0.2369
H -0.8799 1.4474 1.0029

3.
Molecular formula: C44H96O36S4
Method: DFT, wB97M-V/def2-TZVPD

Computed properties:
E_tot = -6035.50774 Ha
Frontier orbital gap = 10.67 eV
Maximum force = 4.3 eV/Å
HOMO energy = -10.49 eV
Energy relative to the best compared isomer or geometry (same formula, charge and spin) = 0.0 kcal/mol
SMILES = CCOS(C)(=O)=O.CCOS(C)(=O)=O.CCOS(C)(=O)=O.CCOS(C)(=O)=O.CCOC(=O)OC.CCOC(=O)OC.CCOC(=O)OC.CCOC(=O)OC.CCOC(=O)OC.CCOC(=O)OC.CCOC(=O)OC.CCOC(=O)OC

Atoms and positions in Å:
C -3.8889 3.3955 -6.0126
C -4.9305 4.1481 -5.2130
O -4.5190 4.1541 -3.7418
S -5.6430 4.7505 -2.7580
C -5.1769 3.8176 -1.2582
O -5.3896 6.1515 -2.5237
O -6.9270 4.3473 -3.2638
H -2.8581 3.7032 -5.8334
H -4.0516 3.5339 -7.0801
H -3.9109 2.3182 -5.8903
H -5.0096 5.1944 -5.5118
H -5.8530 3.5823 -5.3126
H -5.3317 2.7842 -1.6571
H -5.8452 4.2073 -0.4921
H -4.1145 4.0592 -1.0175
C 5.8251 -4.0315 2.9224
C 6.4417 -2.9748 3.8445
O 6.4519 -1.7116 3.2080
S 6.9179 -0.4087 3.9896
C 8.6815 -0.6981 4.2185
O 6.7446 0.7208 3.1189
O 6.1748 -0.4960 5.2231
H 5.6690 -4.9634 3.4855
H 6.3778 -4.3159 1.9919
H 4.8520 -3.6148 2.6605
H 5.9168 -2.9416 4.8195
H 7.4901 -3.2406 4.1246
H 9.0292 -1.2054 3.2504
H 8.8374 -1.2956 5.1325
H 9.2183 0.2517 4.2718
C -1.0368 8.6274 -0.1635
C -1.4536 7.2215 -0.4612
O -0.4781 6.3235 0.1712
S -0.9308 4.7983 0.2423
C 0.7465 4.0806 0.0025
O -1.4056 4.4733 1.5617
O -1.7950 4.4978 -0.8677
H -0.8631 8.7975 0.8978
H -1.7410 9.3778 -0.5843
H -0.0907 8.7735 -0.6236
H -2.4561 7.0617 -0.1528
H -1.4018 6.9234 -1.5404
H 0.6364 3.0037 -0.2440
H 1.2484 4.2117 0.9890
H 1.1992 4.5945 -0.8337
C 0.4410 -0.2711 3.8741
C 0.2186 0.1299 2.5024
O -1.1928 0.5056 2.3441
S -1.6665 0.6160 0.8450
C -3.0952 1.6312 1.2177
O -0.6068 1.1976 0.0565
O -2.0934 -0.6621 0.3659
H -0.3751 -0.7002 4.3950
H 0.8579 0.5647 4.5695
H 1.1634 -1.0172 3.9386
H 0.8022 1.0245 2.2501
H 0.4815 -0.6346 1.7426
H -2.8301 2.6611 1.4689
H -3.6496 1.0476 1.9592
H -3.6593 1.5666 0.2819
C 1.8369 1.9602 -4.3565
C 2.2623 1.5610 -2.9264
O 2.8300 2.7299 -2.3314
C 3.4927 2.5591 -1.2354
O 3.8763 1.5799 -0.6729
O 3.7933 3.8257 -0.8139
C 4.5453 3.9000 0.3798
H 2.5919 2.5573 -4.8414
H 0.9152 2.4933 -4.2776
H 1.6930 1.0598 -5.0098
H 3.0647 0.8276 -2.9130
H 1.4575 1.1420 -2.3106
H 3.9318 3.3847 1.1075
H 4.7228 4.9519 0.6231
H 5.5638 3.4693 0.2522
C 3.8153 -6.2602 -0.6382
C 2.6114 -5.3198 -0.8570
O 2.4969 -4.3561 0.1608
C 3.2666 -3.2614 0.0284
O 4.0551 -3.1057 -0.8475
O 2.9910 -2.4472 1.0358
C 3.5717 -1.1206 1.1117
H 4.7297 -5.6795 -0.7691
H 3.8051 -7.0150 -1.4520
H 3.7898 -6.7341 0.3728
H 1.6547 -5.8839 -0.8821
H 2.6378 -4.7968 -1.7947
H 4.6236 -0.9874 0.8756
H 3.3584 -0.9484 2.1788
H 2.9926 -0.5217 0.4846
C -5.5123 -2.6313 0.6836
C -5.2567 -2.1686 -0.7260
O -6.4999 -1.5204 -1.2708
C -6.5309 -0.2380 -1.4640
O -5.6206 0.5428 -1.4085
O -7.8216 0.1055 -1.8298
C -7.9669 1.5023 -2.1829
H -4.6610 -3.1152 1.1512
H -6.3681 -3.3162 0.7565
H -5.7111 -1.7396 1.3015
H -5.0715 -3.0037 -1.4113
H -4.4219 -1.4922 -0.7706
H -7.7884 2.0389 -1.2531
H -8.9762 1.5583 -2.5916
H -7.3453 1.7799 -3.0237
C 2.8877 -1.5581 -6.9634
C 1.8181 -2.4180 -6.3447
O 1.2936 -1.7276 -5.2207
C 0.9865 -2.4100 -4.1137
O 1.3125 -3.5536 -3.9002
O 0.4496 -1.5122 -3.2316
C 0.1493 -2.0571 -1.9118
H 2.4660 -0.6732 -7.4831
H 3.4022 -2.1053 -7.7645
H 3.6564 -1.2405 -6.3014
H 2.2183 -3.3455 -6.0499
H 0.9317 -2.4812 -7.0128
H 0.5379 -1.3158 -1.2379
H 0.5077 -3.0623 -1.8694
H -0.9267 -2.0935 -1.8252
C -1.9359 -3.6210 1.9356
C -1.6710 -3.9085 0.4901
O -2.6241 -4.9285 0.1901
C -2.8349 -5.3003 -1.0867
O -3.7088 -6.1076 -1.3063
O -1.9535 -4.7888 -1.9729
C -2.2977 -5.0113 -3.3361
H -1.9627 -4.5800 2.4407
H -2.8738 -3.0800 2.1359
H -1.1734 -3.0328 2.4009
H -0.6522 -4.2202 0.3122
H -1.7991 -3.0535 -0.1982
H -2.4144 -6.0591 -3.5393
H -1.3948 -4.7008 -3.9062
H -3.1404 -4.4263 -3.6182
C -2.3044 1.9182 -2.7367
C -2.6785 0.5052 -3.1102
O -3.9156 0.6912 -3.7864
C -4.6438 -0.4596 -3.9436
O -4.2871 -1.5475 -3.6934
O -5.8881 -0.0664 -4.3395
C -6.6692 -1.1034 -4.7982
H -2.3427 2.6373 -3.5356
H -1.3031 1.9859 -2.2352
H -3.0785 2.2174 -2.0331
H -2.7150 -0.1462 -2.2132
H -2.0267 0.0996 -3.9085
H -7.7161 -0.8424 -4.8778
H -6.5154 -1.9953 -4.1803
H -6.2446 -1.4157 -5.7829
C 1.8331 -4.3570 3.2963
C 1.3289 -4.5256 4.6950
O 1.4383 -3.2949 5.4780
C 2.6934 -3.1357 5.9988
O 3.6860 -3.7711 5.6580
O 2.5852 -2.2175 6.9314
C 3.8191 -1.7930 7.5590
H 1.0783 -4.6691 2.5809
H 2.8803 -4.6671 3.1433
H 1.7864 -3.2823 3.1050
H 1.9511 -5.2225 5.2820
H 0.2717 -4.7918 4.7716
H 3.5180 -1.2608 8.4663
H 4.4059 -1.1409 6.9218
H 4.3986 -2.6733 7.8614
C -0.6102 3.4925 5.5224
C 0.3718 4.0926 4.5745
O 1.6827 3.8119 5.0447
C 2.5695 3.3408 4.2056
O 2.4223 3.1562 3.0070
O 3.6696 3.1718 4.8521
C 4.7445 2.4311 4.2134
H -0.4439 3.8859 6.5316
H -0.5242 2.4147 5.5486
H -1.6571 3.7878 5.2917
H 0.3129 5.1775 4.4153
H 0.2982 3.5890 3.6118
H 4.3893 1.4172 4.0033
H 5.4847 2.4355 5.0071
H 5.1136 2.9788 3.3429

4.
Molecular formula: C37H30CaF6N3O4P2S6SbSe2
Method: DFT, wB97M-V/def2-TZVPD

Computed properties:
E_tot = -11285.23785 Ha
Net charge = -2
Frontier orbital gap = 6.07 eV
Maximum force = 2.4 eV/Å
HOMO energy = -2.26 eV
Energy relative to the best compared isomer or geometry (same formula, charge and spin) = 10.7 kcal/mol

Atoms and positions in Å:
Ca -0.7097 0.7512 0.1767
F -4.8136 3.2825 -0.4668
C -5.0769 1.9998 -0.2011
F -5.9526 1.9392 0.7981
F -5.6043 1.4342 -1.2740
S -3.4777 1.1977 0.2484
O -2.6708 1.2395 -0.9687
O -2.8651 1.8929 1.3493
N -3.9965 -0.2687 0.6145
S -3.1749 -1.5659 0.1832
O -1.7341 -1.3075 0.2031
O -3.6497 -2.7403 0.8356
C -3.6158 -1.9262 -1.5857
F -3.0837 -3.1022 -1.9244
F -3.1861 -1.0015 -2.4300
F -4.9452 -2.0196 -1.6845
S 3.5923 -0.0406 4.7527
Sb 2.4048 1.3866 3.4074
S 0.4518 0.4609 2.6492
S 3.7652 1.4256 1.3236
S 2.2073 3.5775 3.9329
Se 2.3071 1.3385 -0.3826
Se -0.4250 3.0299 -3.2679
C -0.2395 1.1727 -3.4219
C -0.3223 0.5569 -4.6981
C -0.2053 -0.7927 -4.8527
C 0.0086 -1.5891 -3.7172
C 0.0823 -0.9305 -2.5141
N -0.0271 0.3936 -2.3490
C 1.4524 3.0667 -0.0200
C 2.2319 4.2143 0.0387
C 1.6116 5.4061 0.3430
C 0.2426 5.4211 0.5769
C -0.4451 4.2252 0.5056
N 0.1479 3.0702 0.2164
H -0.4861 1.2065 -5.5480
H -0.2780 -1.2345 -5.8392
H 0.1065 -2.6649 -3.7599
H 0.2546 -1.4887 -1.5996
H 3.3002 4.1565 -0.1204
H 2.1921 6.3166 0.4139
H -0.2789 6.3315 0.8335
H -1.5108 4.1745 0.6969
C 0.9832 -3.8249 -0.5689
P 1.2490 -2.4440 0.6408
C 3.0765 -2.3471 0.6541
C 3.6475 -1.9751 -0.5670
C 5.0134 -1.8116 -0.7007
C 5.8424 -1.9843 0.4003
C 5.2871 -2.3253 1.6205
C 3.9184 -2.5186 1.7459
C 0.6433 -3.1408 2.2113
C 1.1311 -2.7847 3.4678
C 0.5760 -3.3265 4.6148
C -0.4999 -4.2006 4.5395
C -1.0457 -4.4984 3.2992
C -0.4810 -3.9619 2.1541
P 1.5916 -5.5722 -0.4954
C 0.1746 -6.5279 0.1798
C 0.3758 -7.6302 1.0070
C -0.6845 -8.4179 1.4263
C -1.9776 -8.1284 1.0209
C -2.1926 -7.0501 0.1735
C -1.1291 -6.2723 -0.2487
C 2.8486 -5.6363 0.8283
C 4.1690 -5.6118 0.3799
C 5.2310 -5.6157 1.2706
C 4.9833 -5.6624 2.6327
C 3.6751 -5.7031 3.0950
C 2.6177 -5.6890 2.2025
H 1.4073 -3.4104 -1.4922
H -0.0904 -3.8568 -0.7861
H 3.0109 -1.7815 -1.4278
H 5.4237 -1.5114 -1.6563
H 6.9080 -1.8212 0.3109
H 5.9093 -2.4244 2.4999
H 3.5319 -2.7895 2.7149
H 1.9220 -2.0595 3.5918
H 0.9815 -3.0266 5.5718
H -0.9319 -4.6156 5.4415
H -1.9127 -5.1409 3.2137
H -0.9408 -4.1954 1.2039
H 1.3760 -7.8709 1.3452
H -0.4945 -9.2563 2.0847
H -2.8083 -8.7318 1.3624
H -3.1926 -6.8006 -0.1564
H -1.3397 -5.4420 -0.9128
H 4.3632 -5.5652 -0.6854
H 6.2459 -5.5655 0.8991
H 5.8068 -5.6506 3.3342
H 3.4724 -5.7157 4.1574
H 1.6074 -5.7048 2.5862

5.
Molecular formula: C24H30NO5STl
Method: DFT, wB97M-V/def2-TZVPD

Computed properties:
E_tot = -1934.08428 Ha
Net charge = -2
Frontier orbital gap = 3.72 eV
Maximum force = 4.0 eV/Å
HOMO energy = -0.13 eV

Atoms and positions in Å:
C -0.6079 -0.9481 -3.2077
C -0.4888 0.5049 -2.6936
C 0.3802 -1.8274 -2.3764
C 1.4175 -0.8527 -1.8288
H 0.8281 -2.5952 -3.0199
H -0.1846 -2.3049 -1.5572
C 0.6211 0.4660 -1.6504
H -1.4444 0.8151 -2.2555
H -0.2232 1.2120 -3.4936
C 0.0971 0.3147 -0.2303
H 1.3054 1.3253 -1.7072
H 2.2330 -0.7544 -2.5704
C 1.9244 -1.1724 -0.4159
C -2.0047 -1.5233 -3.1312
C -0.3980 -1.1349 -4.7182
O 0.4781 -1.8765 -5.1340
O -2.9625 -1.0474 -2.5384
O -2.0877 -2.6485 -3.8671
O -1.2376 -0.5420 -5.6024
C -2.2826 0.4293 -5.3207
H -2.0494 1.1103 -4.4891
H -3.2343 -0.0860 -5.1407
H -2.3436 0.9941 -6.2563
C -3.3674 -3.2823 -3.7905
H -3.5735 -3.6127 -2.7607
H -3.3070 -4.1362 -4.4654
H -4.1637 -2.5930 -4.1110
O 1.0492 -0.5185 0.4871
H -0.8779 -0.2195 -0.1979
H 0.0051 1.2912 0.2725
C 3.3460 -0.5829 -0.3395
C 1.9477 -2.6676 -0.0755
H 2.1129 -3.2681 -0.9817
H 1.0264 -3.0255 0.4115
H 2.7770 -2.8739 0.6029
H 3.7363 -0.5654 0.6892
H 3.3883 0.4474 -0.7357
H 4.0317 -1.1977 -0.9533
Tl 2.3499 0.4122 4.2541
C 1.8309 3.2947 3.5673
C 2.1048 2.9748 2.2014
C 0.8801 3.0751 1.4848
H 3.0727 2.7073 1.7766
C -0.1582 3.3875 2.4136
C 0.4318 3.5387 3.6919
H -0.0803 3.8057 4.6157
H 2.5569 3.3809 4.3757
H 0.7700 2.9776 0.4071
H -1.2142 3.4986 2.1769
C -0.5587 -0.7972 4.2770
C -1.0909 0.3906 4.8618
C -1.8607 1.0601 3.8761
H -0.9449 0.7243 5.8872
C -1.7959 0.3013 2.6731
C -0.9814 -0.8433 2.9165
H -0.7562 -1.6339 2.2001
H 0.0316 -1.5584 4.7908
H -2.4155 1.9885 4.0237
H -2.3034 0.5375 1.7388
S 0.8216 3.2465 7.1585
C 1.4727 1.7848 6.9812
N 1.9708 0.6927 6.8035

6.
Molecular formula: C25H42F10NO4
Method: DFT, wB97M-V/def2-TZVPD

Computed properties:
E_tot = -2332.09643 Ha
Net charge = -1
Frontier orbital gap = 4.38 eV
Maximum force = 2.1 eV/Å
HOMO energy = -2.34 eV

Atoms and positions in Å:
C 2.3335 -3.8119 3.8688
C 3.6627 -3.2112 3.4166
C 3.5522 -1.7279 3.0399
F 4.9274 -1.1926 3.1425
N 2.7101 -1.0982 3.9055
C 2.5896 0.2893 3.5480
C 1.1628 0.8977 3.7150
C 0.0250 -0.0532 4.0067
F 0.2299 -0.8472 5.0257
F -1.0483 0.7469 4.3817
C -0.4932 -0.7752 2.7336
F 0.4583 -1.3489 2.0511
F -0.9607 0.1892 1.9173
C -1.5913 -1.8588 2.9205
F -1.5506 -2.6229 1.8143
F -1.3930 -2.6732 3.9340
C -3.0602 -1.3673 2.9866
F -3.4535 -0.8168 1.8806
F -3.8116 -2.4656 3.1214
F -3.3247 -0.6150 4.0088
H 1.6292 -3.8791 3.0413
H 2.5324 -4.8343 4.2179
H 1.8959 -3.2758 4.7029
H 4.3923 -3.3083 4.2185
H 4.0046 -3.7983 2.5579
H 3.2129 -1.6287 1.9958
H 3.2651 0.8863 4.1915
H 2.9380 0.4779 2.5113
H 1.1870 1.5910 4.5568
H 0.9406 1.5194 2.8519
C -0.4598 -5.6277 -0.7849
C -0.1752 -7.1163 -0.6320
C 0.7311 -7.1329 0.5910
O 0.3382 -6.0299 1.4052
C -0.5402 -5.1757 0.6656
H -1.3663 -5.4081 -1.3488
H 0.3802 -5.1372 -1.2839
H -1.1038 -7.6530 -0.4187
H 0.2860 -7.5704 -1.5093
H 1.7809 -6.9925 0.3097
H 0.6473 -8.0571 1.1661
H -1.5527 -5.3002 1.0659
H -0.2396 -4.1402 0.7989
C 1.1995 -0.6215 -2.4748
C 2.3075 -1.5604 -2.9349
C 3.2039 -1.6049 -1.7035
O 2.3518 -1.4242 -0.5734
C 1.0606 -1.0006 -1.0112
H 0.2704 -0.7290 -3.0291
H 1.5282 0.4156 -2.5603
H 1.8946 -2.5535 -3.1354
H 2.8301 -1.2228 -3.8304
H 3.9345 -0.7880 -1.7135
H 3.7429 -2.5488 -1.6045
H 0.3658 -1.8396 -0.8815
H 0.7181 -0.1699 -0.3935
C -1.0041 3.7890 -1.6025
C -2.1957 2.9585 -1.1439
C -2.1822 1.8163 -2.1482
O -0.8163 1.6147 -2.5216
C -0.0273 2.7111 -2.0448
H -0.5964 4.4378 -0.8278
H -1.2880 4.4117 -2.4546
H -2.0166 2.5739 -0.1367
H -3.1381 3.5062 -1.1360
H -2.7483 2.0730 -3.0514
H -2.5859 0.8896 -1.7370
H 0.5775 2.3543 -1.2034
H 0.6441 3.0473 -2.8365
C -2.4022 8.6930 -4.5299
C -3.4149 8.2746 -3.4725
C -3.3163 6.7579 -3.5313
O -1.9711 6.4496 -3.9088
C -1.3167 7.6423 -4.3516
H -2.0320 9.7101 -4.4071
H -2.8463 8.6092 -5.5250
H -3.0970 8.6335 -2.4906
H -4.4236 8.6417 -3.6582
H -3.9871 6.3447 -4.2924
H -3.5424 6.2829 -2.5755
H -0.5972 7.9420 -3.5822
H -0.7721 7.4362 -5.2737